--- P ---
14
Properties=species:S:1:pos:R:3:nbo_charge:R:1 method="wB97M-V/def2-TZVPD" smiles="C[C@H]1O[P@@H]1=O.N" gap_ev=10.84 lumo_energy_ha=0.034
H -1.912 -2.405 0.621 0.366
H 0.217 1.763 0.904 0.215
H 0.661 -0.729 1.276 -0.066
C 1.529 0.913 -0.537 -0.227
H -0.404 -2.894 0.194 0.380
H 1.965 1.011 -1.528 0.212
O 2.506 0.455 0.447 -0.768
H -0.161 2.198 -0.772 0.222
C 0.644 2.025 -0.062 -0.637
O 1.940 -1.963 -0.441 -1.056
H 1.215 2.945 0.054 0.223
H -1.349 -2.141 -0.892 0.368
P 1.414 -0.726 0.135 1.864
N -1.087 -2.150 0.087 -1.097

--- Q ---
14
Properties=species:S:1:pos:R:3:nbo_charge:R:1 method="wB97M-V/def2-TZVPD" smiles="C[P@](=O)(O)CN" gap_ev=10.02 lumo_energy_ha=0.028
O 1.119 -0.471 -1.573 -0.969
O 2.045 -0.874 0.708 -1.100
H 1.642 2.041 0.002 0.242
H 0.577 1.706 1.304 0.259
H -1.987 -0.169 -1.049 0.362
H -0.122 1.864 -0.254 0.265
H -0.993 -1.186 1.558 0.217
H -2.801 -0.828 0.203 0.357
C 0.788 1.528 0.215 -1.058
N -1.985 -0.214 -0.028 -0.845
H -0.507 -1.892 -0.031 0.184
C -0.840 -0.981 0.532 -0.508
P 0.995 -0.200 0.021 2.101
H 2.070 -0.324 -1.607 0.492

Question: which arrangement is favored energetically? Ranking from most to least stable: Q, P.

--- P ---
60
Properties=species:S:1:pos:R:3:nbo_charge:R:1 method="wB97M-V/def2-TZVPD" smiles=OCCO.OCCO.OCCO.OCCO.OCCO.OCCO gap_ev=10.12 lumo_energy_ha=0.009
H -21.984 11.270 27.862 0.188
H -26.971 -0.750 14.746 0.176
H -21.600 7.440 29.538 0.473
H -21.193 8.827 26.783 0.474
H -12.664 8.724 23.561 0.171
H -24.607 -1.054 16.303 0.478
C -20.845 -6.521 21.316 -0.087
H -21.789 1.535 24.105 0.179
H -22.924 9.016 28.660 0.168
H -22.974 1.395 21.557 0.468
O -19.680 -4.498 21.460 -0.725
H -26.992 -0.648 18.572 0.475
O -22.201 -6.320 21.030 -0.711
H -22.044 9.684 30.030 0.180
C -22.374 2.048 23.342 -0.094
H -21.278 3.500 21.583 0.474
H -20.760 -7.537 21.701 0.146
H -21.857 4.031 24.344 0.198
H -26.533 0.476 15.860 0.159
H -20.392 -6.594 20.327 0.171
C -21.942 9.346 28.998 -0.100
H -19.675 -1.034 13.923 0.468
O -21.391 9.744 26.577 -0.720
C -17.840 -0.222 13.919 -0.079
C -21.380 10.363 27.895 -0.085
C -18.222 1.048 14.652 -0.074
O -14.898 6.197 24.198 -0.721
H -18.670 0.973 15.643 0.156
O -11.972 6.795 23.505 -0.716
O -22.156 1.345 22.056 -0.725
H -19.432 -5.910 22.912 0.186
H -20.329 10.592 28.073 0.175
H -20.296 -3.762 21.449 0.471
H -12.946 7.769 25.026 0.180
O -21.048 3.902 22.424 -0.722
C -12.958 7.744 23.936 -0.084
O -17.205 1.921 14.770 -0.716
C -20.227 -5.530 22.270 -0.096
C -22.026 3.563 23.374 -0.088
H -19.010 1.616 14.159 0.136
O -25.059 -1.000 15.458 -0.718
O -26.316 -0.978 17.976 -0.745
H -16.824 -0.548 14.142 0.194
H -26.991 -2.432 16.397 0.186
O -18.780 -1.279 14.172 -0.720
H -12.358 6.202 22.857 0.470
H -22.262 -6.904 20.270 0.464
H -14.684 7.441 22.510 0.163
O -21.156 8.090 28.989 -0.754
H -22.868 3.996 22.833 0.145
H -17.860 0.001 12.852 0.163
H -21.013 -5.082 22.877 0.180
C -27.009 -1.401 16.749 -0.098
H -28.049 -1.131 16.931 0.167
H -23.434 2.035 23.595 0.167
H -17.462 2.692 15.281 0.473
C -14.443 7.469 23.573 -0.105
C -26.400 -0.587 15.659 -0.081
H -15.604 5.967 23.590 0.464
H -15.076 8.258 23.979 0.179

--- Q ---
60
Properties=species:S:1:pos:R:3:nbo_charge:R:1 method="wB97M-V/def2-TZVPD" smiles=OCCO.OCCO.OCCO.OCCO.OCCO.OCCO gap_ev=10.03 lumo_energy_ha=0.015
H -4.521 -24.640 2.316 0.492
C -6.881 -21.922 5.521 -0.070
O -9.462 -25.275 0.361 -0.719
C -4.144 -25.209 6.997 -0.090
H -1.853 -24.762 -2.141 0.476
H -3.716 -23.286 6.333 0.158
H -7.834 -20.252 5.830 0.461
H -1.558 -23.767 5.412 0.481
H -4.264 -25.129 -0.016 0.485
O -7.855 -24.079 5.407 -0.771
H -10.917 -23.077 2.288 0.165
O -1.998 -24.171 6.156 -0.734
O -4.428 -25.285 1.655 -0.745
O -5.454 -24.695 7.081 -0.741
H -4.208 -26.241 6.507 0.172
O -6.898 -20.590 5.854 -0.709
O -1.581 -25.660 -1.855 -0.718
C -8.166 -22.778 5.984 -0.087
H -3.567 -25.130 7.910 0.186
O -3.971 -25.109 -0.873 -0.741
H -6.001 -22.351 5.985 0.192
O -3.315 -21.061 4.327 -0.733
H -4.726 -23.154 3.322 0.205
C -3.903 -21.080 3.075 -0.070
H -6.864 -22.078 4.414 0.141
C -5.690 -25.870 1.391 -0.102
H -5.576 -26.841 0.928 0.191
H -3.144 -23.056 2.579 0.167
H -11.422 -24.986 1.027 0.179
H -5.595 -24.686 8.034 0.482
C -4.079 -22.477 2.704 -0.119
O -4.739 -22.366 1.476 -0.724
H -8.364 -22.850 7.079 0.174
C -3.790 -26.450 -1.259 -0.093
H -3.050 -26.176 -3.241 0.157
C -3.383 -24.261 5.999 -0.074
H -6.959 -24.737 3.974 0.515
H -2.247 -27.572 -2.612 0.183
H -6.197 -25.180 0.839 0.180
C -10.103 -23.320 1.624 -0.103
H -4.718 -26.775 -1.748 0.149
H -9.080 -22.316 5.545 0.169
C -2.628 -26.531 -2.289 -0.087
O -6.089 -24.987 3.639 -0.778
H -3.198 -20.550 2.436 0.152
H -3.693 -24.329 5.001 0.171
O -8.831 -23.433 2.334 -0.751
H -8.654 -24.952 0.660 0.467
H -7.048 -24.435 5.823 0.508
H -10.121 -22.684 0.698 0.186
H -10.252 -25.508 2.229 0.171
C -6.197 -26.094 2.810 -0.084
C -10.405 -24.841 1.331 -0.075
H -4.783 -20.514 3.015 0.171
H -3.724 -27.091 -0.416 0.163
H -5.793 -26.896 3.362 0.173
H -4.022 -22.267 0.817 0.472
H -2.688 -20.300 4.430 0.474
H -8.485 -22.544 2.600 0.480
H -7.242 -26.204 2.867 0.170

Question: which arrangement is favored energetically? Ranking from most to least stable: Q, P.

--- P ---
9
Properties=species:S:1:pos:R:3:nbo_charge:R:1 method="wB97M-V/def2-TZVPD" total_charge=-1 gap_ev=6.75 lumo_energy_ha=0.141
C -1.006 0.822 -1.099 -0.742
H 2.062 -1.243 0.229 0.110
H -1.534 1.730 -0.857 0.223
O -1.141 1.508 1.456 -1.030
H -1.498 -0.113 -1.361 0.208
H -0.968 2.438 1.502 0.428
S 1.037 -1.593 -0.598 -0.684
H -0.382 1.009 -1.991 0.192
S 0.000 0.391 0.410 0.294

--- Q ---
9
Properties=species:S:1:pos:R:3:nbo_charge:R:1 method="wB97M-V/def2-TZVPD" total_charge=-1 gap_ev=5.72 lumo_energy_ha=0.113
H 0.209 -0.545 -0.806 0.283
C 0.267 -0.157 0.204 -0.772
O 1.826 1.622 1.555 -0.863
H 1.179 1.326 2.214 0.469
H -0.351 0.743 0.194 0.237
S -2.601 -1.378 -1.728 -1.074
S 1.987 0.368 0.428 0.426
H -0.019 -0.851 0.977 0.210
H -2.496 -1.128 -3.037 0.085

Question: which arrangement is favored energetically? Ranking from most to least stable: Q, P.